{
  "formula": "C7H8S",
  "method": "ωB97M-V/def2-TZVPD",
  "e_homo_ev": -8.494,
  "charge": 0,
  "de_lowest_kcal_mol": 127.59,
  "lumo_energy_ev": 0.68,
  "spin_multiplicity": 1,
  "smiles": "C=C1SC1=C.C#CC",
  "elements": ["C", "C", "S", "C", "C", "H", "H", "H", "H", "C", "C", "C", "H", "H", "H", "H"],
  "coordinates": [[0.44093, 1.02796, -1.66170], [-0.60285, 0.39169, -1.32853], [-2.19635, 0.31256, -1.28324], [-0.99342, -1.11108, -1.27864], [-1.10238, -2.39164, -1.57120], [1.32359, 0.42468, -1.95632], [0.57422, 2.12779, -1.81286], [-2.01084, -2.85737, -1.66531], [-0.28464, -3.13500, -1.66157], [-0.85837, 1.46493, 2.04907], [0.21512, 0.96112, 1.77957], [1.59443, 0.42709, 1.98612], [-1.93382, 1.60450, 2.23348], [1.98333, 0.88974, 2.83479], [2.19776, 0.52501, 1.13801], [1.65328, -0.66201, 2.19832]],
  "atomic_forces_ev_per_a": [[4.5, 2.4, -1.5], [1.4, -4.7, 0.2], [-4.4, -1.0, 0.8], [-0.6, 3.4, -0.9], [2.5, 0.2, 0.5], [-0.5, 0.5, 0.6], [-0.6, -1.1, 0.2], [-2.3, -0.7, -0.1], [-0.1, 1.1, 0.1], [-0.3, -1.0, -0.4], [-0.3, 0.1, 1.4], [-2.0, -1.5, -0.5], [1.3, 0.2, -0.3], [0.9, 1.0, 1.2], [1.0, 0.6, -1.3], [-0.7, 0.5, -0.1]],
  "mulliken_charge": [-0.52, 0.36, -0.30, -0.01, -0.55, 0.25, 0.25, 0.28, 0.22, -0.09, -0.11, -1.04, 0.37, 0.33, 0.30, 0.26]
}